No. 1
Below is one molecule with the formula C12H15OP, with properties calculated with the ωB97M-V functional and the def2-TZVPD basis.

The maximum force is 3.855 eV/Å. For the relative energy (zero: lowest compared OMol25 entry of this formula, charge and spin), the calculation gives 0.0 kJ/mol. As for the multiplicity: 3. The HOMO-LUMO gap (alpha / beta) is 8.41 / 8.22 eV. The charge is 0. The total energy is -24018.51703 eV.

Geometry (Å):
1 C 2.47 -3.22 0.92
2 C 1.73 -2.75 1.95
3 C 2.89 -2.35 -0.11
4 C 1.32 -1.46 1.99
5 C 2.46 -1.08 -0.11
6 C 1.65 -0.64 0.90
7 C -1.28 0.03 -1.26
8 C -0.87 1.10 1.06
9 C -1.49 1.24 -0.24
10 C -0.75 1.35 -1.59
11 C -2.97 1.62 -0.15
12 C -1.07 2.15 -2.77
13 O 1.53 1.49 2.56
14 P 1.08 1.08 1.16
15 H 2.92 -4.27 0.75
16 H 1.37 -3.35 2.66
17 H 3.70 -2.82 -0.82
18 H 0.71 -1.09 2.71
19 H 2.85 -0.35 -0.86
20 H -0.60 -0.72 -0.77
21 H -1.92 -0.51 -2.02
22 H -1.05 1.86 1.83
23 H -1.16 0.23 1.60
24 H -3.26 2.14 -1.05
25 H -3.20 2.28 0.68
26 H -3.64 0.82 -0.06
27 H -1.78 2.94 -2.46
28 H -1.50 1.62 -3.61
29 H -0.12 2.66 -2.92

***

No. 2
Below is C12H16BBr8F12O9P2V as an isolated structure, with properties calculated with the ωB97M-V functional and the def2-TZVPD basis.

The maximum force is 5.321 eV/Å. As for the multiplicity: 2. The HOMO-LUMO gap (alpha / beta) is 6.73 / 7.23 eV. The charge is -1. The total energy is -669043.87973 eV.

Geometry (Å):
1 O -3.19 -2.04 1.24
2 V -1.80 -1.66 0.63
3 P -0.99 0.79 -0.65
4 F -1.67 2.19 -0.30
5 F -2.46 0.06 -0.39
6 F -1.26 1.05 -2.20
7 F -0.45 -0.72 -0.89
8 F 0.53 1.35 -0.76
9 F -0.75 0.48 0.92
10 P -0.60 -1.58 4.13
11 F -1.67 -0.44 4.38
12 F 0.60 -0.57 3.87
13 F -0.20 -1.72 5.69
14 F 0.41 -2.83 3.85
15 F -1.76 -2.68 4.37
16 F -1.03 -1.54 2.50
17 O -1.96 -2.69 -1.27
18 C -1.72 -3.65 -1.98
19 O -2.56 -4.61 -2.22
20 B -1.93 -5.65 -3.05
21 O -0.55 -5.22 -3.21
22 C -0.41 -3.98 -2.71
23 O 0.54 -3.28 -2.79
24 O -2.72 -5.79 -4.30
25 C -3.12 -7.04 -4.48
26 O -3.76 -7.45 -5.40
27 C -2.72 -7.82 -3.22
28 O -2.05 -6.99 -2.43
29 O -2.92 -8.97 -2.96
30 Br -1.55 6.96 -0.47
31 C -0.56 5.28 -0.01
32 C 0.89 5.59 0.13
33 Br 1.87 3.89 0.33
34 H -0.90 4.64 -0.81
35 H -1.07 4.98 0.90
36 H 1.14 6.17 1.01
37 H 1.29 6.03 -0.78
38 Br 1.94 0.10 -3.58
39 C 2.09 2.06 -3.41
40 C 1.07 2.66 -4.36
41 Br 1.04 4.60 -4.18
42 H 3.10 2.35 -3.70
43 H 1.94 2.39 -2.38
44 H 0.11 2.22 -4.11
45 H 1.38 2.44 -5.38
46 Br 2.01 4.35 4.41
47 C 1.05 2.62 4.54
48 C 0.00 2.61 3.46
49 Br -1.44 3.84 3.96
50 H 0.61 2.47 5.53
51 H 1.71 1.76 4.44
52 H -0.46 1.64 3.37
53 H 0.42 2.99 2.53
54 Br 1.79 -2.11 1.10
55 C 3.03 -0.63 0.91
56 C 3.02 0.27 2.15
57 Br 4.56 1.52 2.12
58 H 2.93 -0.18 -0.08
59 H 4.02 -1.08 0.85
60 H 2.98 -0.34 3.04
61 H 2.16 0.93 2.09

***

No. 3
Below is C12H16Br2IrNO4Se2 as an isolated structure, with properties calculated with the ωB97M-V functional and the def2-TZVPD basis.

The maximum force is 1.622 eV/Å. For the relative energy (zero: lowest compared OMol25 entry of this formula, charge and spin), the calculation gives 116.3 kJ/mol. As for the multiplicity: 2. The HOMO-LUMO gap (alpha / beta) is 6.40 / 5.52 eV. The charge is +1. The total energy is -295993.20480 eV.

Geometry (Å):
1 Ir 0.23 -1.61 -0.63
2 Br -1.70 -2.69 2.04
3 C -1.92 -1.01 2.98
4 Br -0.26 -0.12 3.34
5 H -2.37 -1.25 3.93
6 H -2.54 -0.37 2.36
7 O 5.63 -3.14 -0.45
8 C 4.65 -3.90 0.22
9 C 3.30 -3.22 -0.04
10 C 2.22 -4.03 0.66
11 O 0.99 -3.27 0.74
12 C 3.10 -3.12 -1.57
13 Se 1.26 -3.23 -2.15
14 C 3.36 -1.83 0.61
15 Se 2.06 -0.52 0.08
16 H 6.49 -3.55 -0.34
17 H 4.84 -3.95 1.29
18 H 4.60 -4.93 -0.17
19 H 2.53 -4.25 1.68
20 H 2.05 -4.97 0.13
21 H 0.29 -3.80 1.14
22 H 3.62 -3.94 -2.07
23 H 3.53 -2.20 -1.94
24 H 4.33 -1.37 0.41
25 H 3.25 -1.91 1.69
26 O -2.15 1.64 -0.07
27 C -1.60 0.65 -0.48
28 O -1.15 -0.34 0.24
29 C -1.37 0.41 -1.93
30 C -2.13 1.02 -2.90
31 C -1.90 0.70 -4.23
32 C -0.87 -0.17 -4.53
33 C -0.12 -0.73 -3.51
34 N -0.39 -0.48 -2.21
35 H -2.88 1.72 -2.58
36 H -2.51 1.12 -5.01
37 H -0.63 -0.43 -5.55
38 H 0.70 -1.39 -3.72

***

Look up the maximum force of the first one. 3.855 eV/Å

***

Which of these has the lowest charge? C12H16BBr8F12O9P2V

***

Repeat the third record exactly.
Below is C12H16Br2IrNO4Se2 as an isolated structure, with properties calculated with the ωB97M-V functional and the def2-TZVPD basis.

The maximum force is 1.622 eV/Å. For the relative energy (zero: lowest compared OMol25 entry of this formula, charge and spin), the calculation gives 116.3 kJ/mol. As for the multiplicity: 2. The HOMO-LUMO gap (alpha / beta) is 6.40 / 5.52 eV. The charge is +1. The total energy is -295993.20480 eV.

Geometry (Å):
1 Ir 0.23 -1.61 -0.63
2 Br -1.70 -2.69 2.04
3 C -1.92 -1.01 2.98
4 Br -0.26 -0.12 3.34
5 H -2.37 -1.25 3.93
6 H -2.54 -0.37 2.36
7 O 5.63 -3.14 -0.45
8 C 4.65 -3.90 0.22
9 C 3.30 -3.22 -0.04
10 C 2.22 -4.03 0.66
11 O 0.99 -3.27 0.74
12 C 3.10 -3.12 -1.57
13 Se 1.26 -3.23 -2.15
14 C 3.36 -1.83 0.61
15 Se 2.06 -0.52 0.08
16 H 6.49 -3.55 -0.34
17 H 4.84 -3.95 1.29
18 H 4.60 -4.93 -0.17
19 H 2.53 -4.25 1.68
20 H 2.05 -4.97 0.13
21 H 0.29 -3.80 1.14
22 H 3.62 -3.94 -2.07
23 H 3.53 -2.20 -1.94
24 H 4.33 -1.37 0.41
25 H 3.25 -1.91 1.69
26 O -2.15 1.64 -0.07
27 C -1.60 0.65 -0.48
28 O -1.15 -0.34 0.24
29 C -1.37 0.41 -1.93
30 C -2.13 1.02 -2.90
31 C -1.90 0.70 -4.23
32 C -0.87 -0.17 -4.53
33 C -0.12 -0.73 -3.51
34 N -0.39 -0.48 -2.21
35 H -2.88 1.72 -2.58
36 H -2.51 1.12 -5.01
37 H -0.63 -0.43 -5.55
38 H 0.70 -1.39 -3.72

***

Among the records above, which one has the highest multiplicity? C12H15OP